Record 1
Below is an isolated ion of composition C3H5N2O3 and charge -1 in a non-equilibrium geometry, with properties calculated with ωB97M-V/def2-TZVPD.

```
13
Properties=species:S:1:pos:R:3:forces:R:3:lowdin_charge:R:1
O 0.31182 2.07392 0.47521 0.55 0.15 0.31 -0.020
C 0.23009 0.87595 0.22136 -1.43 -0.33 0.03 -0.476
N -0.91549 0.19015 0.55206 2.27 -1.57 -1.40 0.134
C -1.23919 -1.25057 0.07938 -1.99 1.21 1.83 -0.728
O -0.43631 -1.85024 -0.61414 0.50 0.06 -0.36 -0.024
O -2.36761 -1.54184 0.53654 0.63 -0.28 -0.41 -0.086
C 1.32800 0.21084 -0.65306 0.56 0.37 1.45 -0.199
N 2.57001 0.97696 -0.55982 -0.21 -0.02 -2.07 -0.022
H -1.50221 0.58262 1.26261 -0.34 0.16 -0.13 0.110
H 1.71614 -0.76723 -0.37581 -1.11 -0.26 0.35 0.101
H 0.80764 0.04440 -1.59770 0.78 0.38 -0.49 0.110
H 3.12748 0.72121 0.22654 -0.01 0.28 0.33 0.047
H 2.55504 1.95671 -0.80138 -0.20 -0.14 0.56 0.052
```
Forces are in eV/Å.

- energy relative to the best compared isomer or geometry (same formula, charge and spin) (eV) = 0.649
- charge = -1
- E_tot (Eh) = -452.643440
- 2S+1 = 1
- LUMO (eV) = 3.94
- frontier orbital gap (eV) = 8.8

Record 2
Below is a single C5H10NP molecule in a non-equilibrium geometry, with properties calculated with ωB97M-V/def2-TZVPD.

```
17
Properties=species:S:1:pos:R:3:forces:R:3:lowdin_charge:R:1
C -1.25663 -1.55004 1.18531 -3.61 -0.96 1.07 -0.040
C -0.63207 1.36175 1.88401 -1.33 2.20 0.60 -0.013
C -0.04963 -1.28846 0.82909 3.46 0.24 -0.75 -0.341
C -0.07270 1.26798 0.68416 -0.29 -4.93 2.67 -0.220
C 0.95079 -0.57476 -2.21983 -2.48 -0.56 0.63 -0.340
N 0.45151 -0.04873 0.39901 0.69 0.23 -0.98 -0.402
P 1.79861 -0.31699 -0.64490 0.27 1.53 0.93 0.868
H -1.60460 -2.57101 1.54026 0.51 1.61 -0.62 0.079
H -1.95776 -0.67678 1.11268 0.32 -1.30 0.34 0.072
H -1.04657 2.40187 2.00485 0.12 -1.32 0.67 0.068
H -0.82039 0.53971 2.64801 0.70 1.45 -1.24 0.089
H 0.82417 -1.99789 0.74823 -1.36 0.16 0.43 0.088
H -0.17582 1.97844 -0.05175 0.39 1.50 -1.59 0.075
H 0.85020 -1.64374 -2.23792 0.31 -0.90 -0.16 0.010
H 1.34421 -0.31153 -3.14185 1.31 0.74 -1.56 0.000
H -0.13682 -0.33095 -2.27205 0.74 0.63 0.45 0.058
H 2.09203 1.08196 -0.51291 0.26 -0.30 -0.90 -0.051
```
Forces are in eV/Å.

- energy relative to the best compared isomer or geometry (same formula, charge and spin) (eV) = 1.776
- E_tot (Eh) = -592.514198
- 2S+1 = 1
- LUMO (eV) = 1.08
- frontier orbital gap (eV) = 8.9

Record 3
Below is a single C21H25NO4 molecule, with properties calculated with ωB97M-V/def2-TZVPD.

```
51
Properties=species:S:1:pos:R:3:forces:R:3:lowdin_charge:R:1
C -6.08352 -3.43327 0.94211 -0.11 0.21 0.10 -0.114
C -6.64798 -2.01741 0.93114 0.03 -0.06 -0.25 -0.269
C -6.03379 -1.13246 -0.15420 0.13 0.04 0.28 -0.224
C -4.55660 -0.83110 0.08757 0.06 0.18 -0.35 -0.179
C -4.01312 0.13091 -0.95826 -0.44 -0.01 0.02 -0.162
H -4.53858 1.09181 -0.93467 0.05 -0.15 -0.03 0.133
H -4.11113 -0.28535 -1.96688 0.00 0.09 0.08 0.141
O -2.62718 0.35468 -0.68748 0.05 -0.29 0.13 -0.005
C -2.05989 1.40648 -1.27819 0.27 0.12 -0.17 -0.460
O -2.64484 2.15609 -2.01545 -0.06 0.10 -0.07 0.129
C -0.61890 1.59950 -0.87054 0.10 0.09 -0.05 -0.066
C 0.07263 0.43147 -0.17000 0.30 0.08 -0.01 -0.059
C 1.41719 -0.02515 -0.72642 -0.62 0.20 -0.09 -0.393
O 1.66890 -0.27310 -1.88155 0.10 -0.02 -0.32 0.102
N 2.27504 -0.12730 0.32100 0.36 -0.02 0.29 0.020
C 3.63275 -0.51612 0.19442 0.29 -0.15 -0.14 -0.162
C 4.62931 0.38819 0.54021 -0.09 -0.04 -0.03 -0.010
C 5.96065 0.03716 0.42518 0.05 0.04 0.04 -0.084
C 6.29926 -1.22098 -0.04283 0.05 0.00 -0.01 -0.085
C 5.30595 -2.11822 -0.38860 0.01 0.04 0.01 -0.041
C 3.96055 -1.79060 -0.27339 -0.05 0.06 0.07 -0.195
C 2.90039 -2.77673 -0.64759 -0.02 0.02 -0.12 -0.031
H 2.44196 -2.47980 -1.59084 -0.06 -0.05 0.00 0.078
H 2.11478 -2.80839 0.10649 -0.08 -0.05 0.03 0.085
H 3.32336 -3.77146 -0.76158 0.00 -0.07 0.04 0.078
H 5.57518 -3.09898 -0.75342 0.01 -0.10 -0.03 0.110
H 7.33723 -1.50200 -0.13995 0.09 -0.03 -0.01 0.101
H 6.72982 0.74656 0.69074 0.06 0.06 0.02 0.102
H 4.35488 1.37598 0.87986 -0.04 0.10 0.03 0.116
C 1.74138 0.32864 1.59497 -0.20 0.17 0.19 -0.014
C 0.49300 1.07471 1.18560 -0.16 -0.52 0.04 -0.377
C -0.77564 1.23411 1.98553 0.19 0.29 0.02 0.039
C -1.41762 2.23275 1.39057 0.22 0.12 0.27 0.009
H -2.38726 2.64314 1.58948 -0.30 -0.02 0.09 0.118
C -0.50893 2.68978 0.26747 -0.48 0.10 -0.28 -0.214
H -0.60309 3.71547 -0.07408 0.02 -0.02 -0.01 0.164
O 0.77025 2.41515 0.78857 0.49 -0.11 -0.12 0.008
H -1.07936 0.59595 2.79069 -0.21 -0.17 0.19 0.117
H 2.44619 0.98539 2.10732 -0.05 -0.05 0.01 0.134
H 1.50586 -0.52452 2.24297 0.02 0.12 0.02 0.142
H -0.58272 -0.43194 -0.05185 0.11 0.01 0.03 0.168
H -0.05258 1.94275 -1.73898 -0.13 -0.07 0.04 0.169
H -4.42463 -0.38835 1.07693 0.03 -0.01 0.07 0.123
H -3.97049 -1.74939 0.04793 0.06 -0.05 0.07 0.113
H -6.58297 -0.18882 -0.19181 -0.04 0.03 -0.09 0.113
H -6.14874 -1.61998 -1.12454 -0.06 0.01 -0.09 0.116
H -6.48815 -1.55455 1.90734 -0.08 0.06 0.04 0.105
H -7.72590 -2.06978 0.76352 -0.02 0.04 0.08 0.103
H -5.03073 -3.43419 1.21129 0.13 -0.08 0.01 0.063
H -6.61709 -4.04493 1.66580 0.01 -0.12 0.05 0.068
H -6.19015 -3.89242 -0.03813 0.02 -0.10 -0.11 0.074
```
Forces are in eV/Å.

- energy relative to the best compared isomer or geometry (same formula, charge and spin) (eV) = 1.302
- E_tot (Eh) = -1170.943363
- 2S+1 = 1
- LUMO (eV) = 0.64
- frontier orbital gap (eV) = 9.5

Record 4
Below is an isolated ion of composition C4H10NOS and charge -1, with properties calculated with ωB97M-V/def2-TZVPD.

```
17
Properties=species:S:1:pos:R:3:forces:R:3:lowdin_charge:R:1
C -2.63109 -1.25911 -0.42367 0.29 -0.05 0.34 -0.159
N -1.88170 -0.01710 -0.49783 -0.41 0.12 -0.13 -0.100
C -0.46144 -0.11133 -0.15925 0.40 0.17 0.37 -0.467
C 0.35103 1.04511 -0.74008 -0.39 -0.02 -0.23 -0.697
S 2.12926 0.67550 -0.77666 0.26 0.06 -0.26 0.233
C -0.25144 -0.26430 1.35354 -0.67 -0.32 -0.02 -0.293
O 1.05860 -0.54656 1.76304 -0.41 -0.37 0.22 -0.140
H -3.66024 -1.09289 -0.72512 -0.23 0.09 0.02 0.062
H -2.21628 -1.98774 -1.11680 0.16 -0.02 -0.14 0.072
H -2.62498 -1.73609 0.57189 -0.12 0.03 -0.11 0.061
H -2.35453 0.70132 0.04567 0.24 -0.09 -0.03 0.101
H -0.07978 -1.02706 -0.61707 -0.03 -0.04 -0.17 0.123
H 0.16917 1.96551 -0.17377 -0.09 -0.05 0.19 0.046
H -0.06874 1.23183 -1.73409 0.24 -0.02 -0.10 0.040
H 1.62841 -0.31230 0.99302 0.39 0.28 -0.12 -0.078
H -0.64385 0.61763 1.87530 0.08 0.41 -0.09 0.107
H -0.94154 -1.06726 1.65457 0.29 -0.19 0.26 0.090
```
Forces are in eV/Å.

- energy relative to the best compared isomer or geometry (same formula, charge and spin) (eV) = 1.426
- charge = -1
- E_tot (Eh) = -686.612197
- 2S+1 = 1
- LUMO (eV) = 3.68
- frontier orbital gap (eV) = 6.4

Record 5
Below is a single C4H8N2O2 molecule in a non-equilibrium geometry, with properties calculated with ωB97M-V/def2-TZVPD.

```
16
Properties=species:S:1:pos:R:3:forces:R:3:lowdin_charge:R:1
C 1.46063 0.82033 0.01234 -1.05 0.14 -0.28 -0.223
C -0.62998 -1.63959 -0.03079 0.33 0.12 0.07 -0.028
C 0.52014 1.02681 0.97246 0.15 -0.54 0.14 -0.412
C -0.72511 -0.35150 -0.78008 -2.25 1.78 0.68 -0.384
N -1.13585 0.90127 0.23146 2.68 -1.19 -1.38 0.143
O 2.63866 0.19076 0.32341 0.63 0.23 0.69 -0.011
N -0.83170 -0.23793 -2.02659 0.78 -0.08 0.73 0.141
O 0.45313 0.88831 2.17821 -0.28 -0.18 -0.11 0.005
H 2.58677 -0.08756 1.25289 0.08 0.12 -0.30 0.102
H 1.43048 1.23611 -0.98231 -0.20 -0.33 -0.01 0.108
H -1.67555 0.68362 1.06465 -0.10 -0.02 -0.31 0.120
H -1.37335 1.77082 -0.23316 -0.39 -0.24 -0.03 0.114
H -0.91492 0.70052 -2.40242 -0.30 0.03 0.15 0.060
H -0.42566 -1.48080 1.02868 -0.01 0.03 -0.08 0.080
H -1.56287 -2.19756 -0.14818 0.07 0.10 0.00 0.090
H 0.18518 -2.22360 -0.46057 -0.11 0.02 0.03 0.095
```
Forces are in eV/Å.

- energy relative to the best compared isomer or geometry (same formula, charge and spin) (eV) = 4.439
- E_tot (Eh) = -417.092806
- 2S+1 = 1
- LUMO (eV) = 0.50
- frontier orbital gap (eV) = 7.6